Density functional theory data (wB97M-V/def2-TZVPD) for a cluster of 2 separate species, C18H29F3N3O4S in total.

Each atom is followed by the atoms it is bonded to, with distances in Å.
CARTESIAN COORDINATES (ANGSTROEM)
1 C -2.7287 -5.9705 1.4259  C2 1.520, H21 1.080, H22 1.090, H23 1.083
2 C -2.9892 -5.2317 0.1229  C1 1.520, O3 1.226, N4 1.398
3 O -4.1135 -4.7767 -0.0566  C2 1.226
4 N -1.9963 -5.1110 -0.8540  C2 1.398, C5 1.459, C6 1.497
5 C -0.8988 -6.0644 -0.7244  N4 1.459, H24 1.088, H25 1.084, H26 1.091
6 C -1.5202 -3.7141 -1.1032  N4 1.497, C7 1.513, H27 1.089, H28 1.085
7 C -1.8534 -2.6715 -0.0590  C6 1.513, C8 1.568, H29 1.087, H30 1.082
8 C -1.3488 -1.2775 -0.5697  C7 1.568, C9 1.529, H31 1.081, H32 1.091
9 C -0.0851 -0.7633 0.1216  C8 1.529, C10 1.561, H33 1.097, H34 1.094
10 C 0.0609 0.7769 -0.0836  C9 1.561, C11 1.528, H35 1.099
11 C 0.4342 1.4664 1.2280  C10 1.528, C12 1.555, H36 1.099, H37 1.096
12 C 1.9548 1.5030 1.5496  C11 1.555, C13 1.527, H38 1.089, H39 1.084
13 C 2.1859 1.9782 2.9824  C12 1.527, C14 1.519, H40 1.092, H41 1.086
14 C 3.6171 1.8304 3.4706  C13 1.519, S15 1.823, H42 1.087, H43 1.086
15 S 4.6491 3.1269 2.7102  C14 1.823, C16 1.728
16 C 6.2512 2.5003 2.8773  S15 1.728, N17 1.293, O20 1.354
17 N 6.9948 2.4986 3.9351  C16 1.293, N18 1.360
18 N 8.1624 1.8810 3.6117  N17 1.360, C19 1.287
19 C 8.0700 1.5367 2.3751  N18 1.287, O20 1.336, H44 1.067
20 O 6.8961 1.8982 1.8507  C16 1.354, C19 1.336
21 H -3.2482 -5.4689 2.2287  C1 1.080
22 H -3.1980 -6.9479 1.3175  C1 1.090
23 H -1.6819 -6.1472 1.6410  C1 1.083
24 H -1.3236 -7.0619 -0.6325  C5 1.088
25 H -0.3488 -6.0681 -1.6582  C5 1.084
26 H -0.2489 -5.8945 0.1358  C5 1.091
27 H -0.4330 -3.7717 -1.1409  C6 1.089
28 H -1.8252 -3.4088 -2.0984  C6 1.085
29 H -1.3363 -2.8848 0.8731  C7 1.087
30 H -2.9191 -2.5621 0.0907  C7 1.082
31 H -2.1391 -0.5415 -0.5115  C8 1.081
32 H -1.1215 -1.3782 -1.6316  C8 1.091
33 H 0.7811 -1.2254 -0.3673  C9 1.097
34 H -0.1005 -0.9608 1.1978  C9 1.094
35 H 0.9016 0.9719 -0.7648  C10 1.099
36 H 0.1136 2.5163 1.1870  C11 1.099
37 H -0.1211 1.0161 2.0588  C11 1.096
38 H 2.3215 0.4895 1.3951  C12 1.089
39 H 2.3878 2.2018 0.8423  C12 1.084
40 H 1.9181 3.0350 3.0392  C13 1.092
41 H 1.5112 1.4383 3.6406  C13 1.086
42 H 3.6865 1.9567 4.5477  C14 1.087
43 H 3.9969 0.8406 3.2371  C14 1.086
44 H 8.8093 1.0111 1.8126  C19 1.067
45 C -3.3976 5.7608 -3.2158  C46 1.515, H54 1.091, H55 1.090, H56 1.089
46 C -4.0250 4.3823 -3.1803  C45 1.515, O47 1.432, H57 1.089, H58 1.090
47 O -3.1389 3.3805 -3.6907  C46 1.432, C48 1.342
48 C -2.1517 3.0102 -2.8605  O47 1.342, O49 1.187, C50 1.538
49 O -1.9669 3.4394 -1.7697  C48 1.187
50 C -1.3050 1.9181 -3.5362  C48 1.538, F51 1.354, F52 1.341, F53 1.309
51 F -0.9728 2.2945 -4.7937  C50 1.354
52 F -2.0063 0.7802 -3.6430  C50 1.341
53 F -0.2028 1.6671 -2.8767  C50 1.309
54 H -3.0682 6.0014 -4.2278  C45 1.091
55 H -4.1149 6.5135 -2.8873  C45 1.090
56 H -2.5247 5.8121 -2.5674  C45 1.089
57 H -4.9010 4.3553 -3.8265  C46 1.089
58 H -4.3491 4.1134 -2.1748  C46 1.090

Results
highest occupied orbital energy	-1.083	eV
lowest unoccupied orbital energy	2.7	eV
net charge	-1
Kohn-Sham gap	3.75	eV